# C34H77IN7O9P

A structure of composition C34H77IN7O9P (ωB97M-V/def2-TZVPD, the OMol25 dataset).

```
129
Properties=species:S:1:pos:R:3:forces:R:3
H -1.799315 -6.036167 -1.077461 0.00 0.00 0.00
H 8.045733 -0.312569 -4.229023 -0.01 0.05 0.00
H -2.054958 -0.434441 0.965923 0.04 0.00 0.10
C -1.149076 3.237616 3.320432 0.06 -0.13 0.02
H 6.149968 0.463667 -4.680978 -0.02 0.00 0.01
H 6.810427 -5.610090 1.925824 -0.03 0.03 0.01
H -0.465496 -1.914249 0.632380 0.02 -0.03 0.01
O -7.300987 3.509278 2.943906 -0.01 0.02 -0.01
H 6.884577 -6.710592 3.309153 0.00 0.00 0.00
H -2.839102 3.150491 5.460228 -0.04 -0.02 -0.06
H -0.672417 4.480998 1.614461 -0.01 -0.12 -0.04
C 6.209125 -6.206620 2.617920 0.02 -0.04 0.02
H 4.095839 -4.034482 1.820864 -0.04 0.03 0.00
H -7.571650 5.463404 5.785023 0.00 0.01 0.04
H -1.611854 2.330638 2.921931 -0.02 0.04 -0.01
H -7.268461 5.572956 2.597107 -0.01 0.01 0.06
H -4.981446 -4.812782 -6.067134 0.02 0.03 0.01
H 5.189882 -2.282150 -0.410398 -0.04 -0.03 -0.01
O 5.455112 -7.204029 1.958362 0.03 0.01 -0.01
C -3.305482 3.631071 4.596404 -0.03 0.18 -0.03
N -9.340490 5.181435 4.610447 0.10 0.04 -0.05
C -2.472070 -2.731177 -3.622128 -0.09 0.03 -0.02
N 1.443086 2.678281 -1.654635 0.15 0.09 0.03
H -7.991445 8.837426 2.884535 0.00 -0.01 0.00
C 6.392817 2.807410 -5.703330 -0.04 0.06 -0.04
C -4.066161 -5.359014 -5.818177 -0.03 0.00 -0.08
O -1.655228 -4.131944 -1.764367 -0.03 0.00 0.03
H -7.112979 3.447189 4.998168 -0.02 0.03 0.00
N 5.485721 1.081437 -4.231569 0.13 -0.02 -0.02
H 5.564893 -5.528759 3.186130 0.01 0.01 0.01
O -4.338679 -6.347416 -4.831864 0.03 0.03 0.07
H -2.073258 -2.058178 -4.388132 0.00 0.00 0.00
H -9.288853 9.227824 4.030225 0.00 0.01 -0.01
C -5.631552 -6.275710 -4.272876 -0.03 -0.04 -0.02
O 7.536354 2.065160 -6.109643 0.00 -0.06 0.04
H -6.404509 -6.314897 -5.047728 -0.01 -0.01 0.01
O 6.295605 -2.700058 1.295367 0.00 -0.22 -0.12
C 6.375447 0.459832 -1.923847 -0.06 -0.01 0.07
H 4.457518 1.250384 -2.431272 0.00 0.00 0.00
H 3.703573 -6.167032 2.293945 0.01 0.02 -0.03
H -0.610453 2.940984 4.228074 -0.05 -0.02 -0.05
H 6.862067 1.649933 -8.030325 0.01 -0.01 -0.01
H -0.267252 0.751644 2.834281 -0.06 0.04 -0.05
H -3.715343 -5.870455 -6.718839 -0.02 -0.02 0.01
C 1.560505 -0.021948 0.118487 -0.28 0.18 0.41
N 4.783043 -4.887761 -0.017674 0.07 0.00 0.11
H -9.104634 5.419030 6.665168 0.00 -0.02 0.00
H -9.715621 7.613925 5.628951 -0.01 -0.04 0.00
H -3.925847 2.901163 4.069663 0.08 -0.05 0.09
C 4.202290 -3.798898 0.750829 0.04 -0.07 0.02
H 0.568538 4.424593 2.847121 -0.04 0.02 -0.03
C 8.327869 -0.150373 -3.184638 0.02 -0.03 0.04
H 3.081055 -6.070929 -0.147932 0.00 0.00 0.00
H -8.242026 7.669439 6.613937 0.00 0.03 -0.02
H 2.554322 0.810631 2.269544 -0.01 -0.05 0.04
H -2.107466 -4.991952 -5.088419 0.01 0.00 -0.04
C -2.050726 -5.470770 -1.975549 0.02 -0.01 0.04
O -7.924422 7.766865 4.596960 0.00 -0.07 -0.05
C 1.855424 0.326112 2.949791 -0.06 0.06 0.07
H 4.589901 -6.879280 -0.547496 -0.01 0.00 0.00
C 5.203579 0.591853 -2.888364 -0.08 0.00 -0.03
H -3.968600 4.412159 4.974153 -0.01 -0.06 -0.01
H -3.127503 -5.568213 -2.147714 0.01 -0.01 -0.04
H 5.190942 3.124089 -3.971582 0.00 -0.01 0.02
H 6.853883 2.620031 -3.640848 -0.01 0.04 0.00
C 4.129725 -6.177084 0.151977 0.00 0.01 -0.09
H -6.130108 4.982846 3.828571 -0.01 0.03 0.00
H -5.747370 -7.139353 -3.620148 0.00 0.00 0.01
H -2.967778 -2.101246 -2.881710 0.02 0.02 -0.01
H 0.152500 -0.903066 2.470472 -0.01 0.06 0.00
C 5.041249 -2.546694 0.640580 -0.14 0.18 0.08
H -5.780981 -5.363768 -3.683863 0.00 0.02 -0.03
C 7.298926 1.151678 -7.158566 0.03 0.02 -0.04
C -1.295822 -3.405499 -2.933177 0.14 0.05 0.00
C -7.826899 3.167072 4.213002 0.03 -0.06 0.04
H 1.491091 3.264390 1.270566 0.02 -0.03 0.07
H -3.881927 -4.190786 -3.536530 0.01 0.02 0.00
H -7.905625 2.077184 4.222674 0.02 0.00 -0.01
C -8.678951 7.269625 5.694752 -0.03 0.05 0.06
C 5.985850 2.443874 -4.293607 0.00 -0.05 0.03
O -1.183396 -0.662270 -1.323395 -0.06 0.17 0.06
H 8.262387 0.731746 -7.442434 0.00 -0.01 0.01
H 1.783717 0.952497 3.839014 0.00 -0.02 -0.04
H 7.299105 -1.763670 -0.244448 0.21 -0.04 -0.06
H -0.625165 -2.615125 -2.598556 0.01 -0.01 0.00
H 9.205422 -0.762166 -2.974031 0.00 0.01 0.01
H 4.736019 -0.391002 -2.979780 -0.01 0.01 0.02
C 0.132398 1.994863 0.508220 0.60 0.06 0.20
H 8.301572 -2.583557 0.983202 -0.02 -0.01 0.02
H 5.763663 -4.973210 0.219885 -0.01 0.00 -0.03
H -0.729514 -4.056013 -3.611498 -0.07 -0.03 -0.01
H 3.203130 -3.583805 0.357746 0.00 -0.01 0.00
C 0.350039 0.440356 0.804981 -0.09 0.05 0.02
H -5.846459 4.647695 2.108380 0.00 0.00 0.01
N 2.518460 -0.412197 -0.370130 0.43 -0.22 -0.26
C 0.877301 2.364567 -0.706875 -0.36 -0.10 -0.13
C 0.464963 0.136373 2.320006 -0.03 -0.11 0.04
H 4.507625 -1.721763 1.121362 0.02 0.01 -0.02
C -8.630021 5.759247 5.739296 0.00 -0.04 -0.04
H 8.592819 0.903067 -3.054580 0.01 0.01 -0.02
H -1.823890 5.126130 4.111228 -0.02 -0.02 -0.08
N 0.657203 2.803965 1.611896 -0.07 0.04 -0.26
H -9.598099 3.276461 5.398776 0.00 0.00 0.00
H -1.525094 -5.914317 -2.826595 0.00 -0.01 0.00
N -3.481732 -3.584550 -4.241948 0.01 -0.10 0.05
H 7.439133 -3.529482 -0.251907 -0.03 0.00 0.00
H -9.019654 5.622205 3.757344 -0.02 -0.01 0.01
H 2.281111 -0.630827 3.253590 0.03 0.04 -0.10
H -2.737098 4.526822 2.721440 0.01 0.11 0.10
H 6.896635 1.412290 -1.765635 -0.01 0.01 -0.07
H -9.365085 7.727958 3.082618 -0.02 0.00 0.03
C 4.161897 -6.814768 1.535820 -0.07 -0.03 0.02
P -0.954768 -0.696736 0.131632 -0.02 -0.24 -0.28
C 7.387912 -2.645089 0.393667 -0.04 0.15 0.06
H -9.869492 3.414421 3.667962 0.00 0.00 0.01
H 3.568455 -7.731788 1.493324 0.01 0.00 0.02
C -0.156373 3.807359 2.310835 -0.01 0.07 0.12
C -2.257334 4.227082 3.660376 0.04 -0.08 0.00
O 7.311035 -0.543531 -2.285498 -0.02 0.01 -0.03
C -6.614277 4.742213 2.877563 0.07 -0.04 -0.08
H 6.631520 0.336292 -6.858111 -0.03 0.02 0.00
H 5.964763 0.153677 -0.957090 0.03 0.00 0.01
I -1.920885 2.453682 -0.028238 -0.22 0.09 -0.01
C -8.690525 8.415877 3.604529 0.01 0.06 0.01
H 5.562390 2.629987 -6.393688 -0.02 -0.01 0.04
C -9.214702 3.735883 4.481199 -0.09 0.01 0.00
C -2.998691 -4.399926 -5.343178 0.02 0.01 0.05
H -2.725896 -3.741788 -6.174428 0.02 0.01 0.01
H 6.649862 3.869676 -5.740595 0.02 -0.01 -0.03
```
Positions in Å, forces in eV/Å.

Values from the calculation:
* HOMO level: -8.3270 eV
* LUMO: -0.64 eV
* Kohn-Sham gap: 0.283 Eh
* F_max: 0.63 eV/A

Löwdin population analysis, charges in e, atoms 1 to 4: 0.085, 0.075, 0.008, -0.259